DFT (ωB97M-V with the def2-TZVPD basis set) results for an isolated ion of composition C20H24N3O3 and charge +1.

CARTESIAN COORDINATES (ANGSTROEM)
C  -5.13125  -1.34048  -2.23556
C  -5.48454  -1.57487  -0.77141
O  -4.37385  -2.01041  -0.00435
C  -3.48603  -1.11238  0.50066
C  -3.47592  0.25396  0.28727
C  -2.52012  1.05972  0.91323
C  -2.49295  2.53022  0.63786
N  -1.51504  2.82439  -0.48812
C  -0.14470  2.54398  -0.11560
N  0.52983  3.34595  0.66046
C  1.73933  2.76094  0.81003
C  1.79410  1.58113  0.09705
C  2.90140  0.65158  -0.04014
C  3.67457  0.34734  1.07886
C  4.75922  -0.50119  0.98962
C  5.10781  -1.06483  -0.23834
O  6.14257  -1.89963  -0.44500
C  6.98508  -2.23648  0.63644
C  4.34227  -0.74884  -1.36681
C  3.25986  0.09353  -1.27038
N  0.55845  1.44466  -0.49763
C  0.08703  0.34439  -1.29538
C  -1.56747  0.48804  1.74378
C  -1.55022  -0.88117  1.94128
C  -2.49446  -1.69062  1.32933
O  -2.46873  -3.01619  1.53010
H  -4.70998  -2.24609  -2.66402
H  -4.40625  -0.53730  -2.34852
H  -6.03071  -1.08056  -2.78539
H  -6.20262  -2.39478  -0.69452
H  -5.93036  -0.68194  -0.31918
H  -4.22519  0.71548  -0.33773
H  -2.13865  3.08913  1.50493
H  -3.47213  2.90137  0.33246
H  -1.77470  2.27454  -1.31562
H  -1.56648  3.82746  -0.70770
H  2.50356  3.22639  1.39534
H  3.41153  0.77476  2.03428
H  5.32964  -0.71595  1.87851
H  7.47010  -1.35029  1.05536
H  6.43566  -2.76228  1.42261
H  7.74202  -2.89899  0.22138
H  4.63212  -1.17437  -2.31388
H  2.71809  0.35458  -2.16699
H  -0.92229  0.06059  -0.99280
H  0.10066  0.59397  -2.35977
H  0.74327  -0.50897  -1.13237
H  -0.84235  1.10960  2.24502
H  -0.81943  -1.34348  2.58320
H  -3.22176  -3.42559  1.07815

The calculation puts the max |F| at 1.18 eV/A. As for the energy above the lowest of the compared OMol25 structures with the same formula, charge and spin: 0.00 kJ/mol. The value obtained for the total energy is -1166.270748 Eh. The total charge is +1. As for the SMILES: CCOc1cc(C[NH2+]c2ncc(-c3ccc(OC)cc3)n2C)ccc1O. The value obtained for the highest occupied orbital energy is -10.703 eV. As for the orbital gap: 7.87 eV.

Charges computed using Löwdin, reported in e:
1 C -0.05
2 C -0.22
3 O -0.05
4 C -0.19
5 C 0.02
6 C -0.26
7 C -0.05
8 N 0.16
9 C -0.36
10 N 0.14
11 C -0.06
12 C -0.16
13 C -0.19
14 C -0.01
15 C 0.00
16 C -0.27
17 O -0.07
18 C -0.07
19 C 0.02
20 C -0.03
21 N 0.01
22 C 0.01
23 C -0.04
24 C 0.02
25 C -0.23
26 O 0.11
27 H 0.08
28 H 0.06
29 H 0.08
30 H 0.13
31 H 0.12
32 H 0.12
33 H 0.14
34 H 0.14
35 H 0.18
36 H 0.19
37 H 0.12
38 H 0.12
39 H 0.11
40 H 0.10
41 H 0.10
42 H 0.10
43 H 0.12
44 H 0.11
45 H 0.08
46 H 0.11
47 H 0.11
48 H 0.12
49 H 0.13
50 H 0.12

DFT (ωB97M-V with the def2-TZVPD basis set) results for C20H24N4O2PtS as an isolated structure.

CARTESIAN COORDINATES (ANGSTROEM)
Pt  -1.27471  0.08668  -0.31107
C  -3.27288  -0.62401  0.09340
C  -2.38360  -1.54328  0.76810
C  -1.79061  -2.35002  -0.23009
C  -2.30521  -1.94702  -1.51441
C  -3.22996  -0.91387  -1.31593
C  -4.12250  -0.26644  -2.32550
C  -1.94037  -2.60211  -2.80573
C  -0.82533  -3.46390  0.01145
C  -2.26556  -1.76890  2.24663
C  -4.26654  0.29193  0.73615
H  -5.16421  -0.54413  -2.14299
H  -3.87015  -0.56786  -3.34126
H  -4.06449  0.82284  -2.27405
H  -2.34564  -3.61767  -2.84521
H  -0.85752  -2.68059  -2.92146
H  -2.33098  -2.05421  -3.66145
H  0.20874  -3.10883  0.02716
H  -0.90091  -4.22391  -0.76774
H  -1.01873  -3.93896  0.97441
H  -2.51464  -2.80545  2.48890
H  -2.94724  -1.12368  2.79923
H  -1.26018  -1.55588  2.60765
H  -5.28088  -0.10887  0.64174
H  -4.25483  1.27545  0.26589
H  -4.05037  0.42815  1.79393
N  6.72245  -0.22648  1.59499
C  5.39057  0.14875  1.69848
C  4.98757  1.43576  1.32890
C  3.65621  1.79867  1.38721
C  2.71076  0.87395  1.81852
C  3.09462  -0.40703  2.19096
C  4.42882  -0.76636  2.13379
S  1.01326  1.31918  1.81896
O  0.31281  0.33650  2.59847
O  0.90647  2.70603  2.16800
N  0.54475  1.07564  0.26454
C  0.59094  2.05151  -0.69243
N  -0.33242  1.79912  -1.65195
C  -0.44166  2.67028  -2.64355
C  0.36182  3.79347  -2.71518
C  1.30581  3.93314  -1.71031
N  1.44665  3.07335  -0.70657
H  7.40259  0.51253  1.56562
H  7.01064  -1.03028  2.12462
H  5.73322  2.14820  0.99325
H  3.33220  2.79092  1.10064
H  2.34109  -1.10352  2.53523
H  4.73710  -1.76373  2.42702
H  -1.18498  2.44945  -3.40129
H  0.26851  4.50946  -3.51769
H  1.98951  4.77602  -1.70800

The calculation puts the max |F| at 0.70 eV/A. As for the energy above the lowest of the compared OMol25 structures with the same formula, charge and spin: 0.00 kJ/mol. The value obtained for the total energy is -1663.480991 Eh. Its spin multiplicity is 3. The value obtained for the highest occupied orbital energy (spin up / spin down) is -6.541 / -7.865 eV. As for the orbital gap (spin up / spin down): 7.03 / 7.18 eV.

Charges computed using Löwdin, reported in e:
1 Pt 1.15
2 C -0.37
3 C -0.33
4 C -0.26
5 C -0.25
6 C -0.30
7 C -0.03
8 C -0.03
9 C -0.02
10 C -0.03
11 C -0.04
12 H 0.09
13 H 0.07
14 H 0.08
15 H 0.09
16 H 0.09
17 H 0.07
18 H 0.09
19 H 0.08
20 H 0.08
21 H 0.08
22 H 0.07
23 H 0.06
24 H 0.09
25 H 0.08
26 H 0.07
27 N 0.10
28 C -0.32
29 C -0.03
30 C -0.06
31 C -0.30
32 C -0.06
33 C -0.03
34 S 0.58
35 O -0.33
36 O -0.29
37 N -0.23
38 C -0.49
39 N 0.01
40 C -0.12
41 C -0.06
42 C -0.11
43 N 0.14
44 H 0.09
45 H 0.09
46 H 0.11
47 H 0.10
48 H 0.11
49 H 0.11
50 H 0.11
51 H 0.10
52 H 0.11

DFT (ωB97M-V with the def2-TZVPD basis set) results for an isolated molecule of C20H24N4O3S.

CARTESIAN COORDINATES (ANGSTROEM)
O  0.66262  0.32078  2.17254
S  -0.31627  -0.32190  1.35089
O  -1.46851  0.42237  0.93785
C  -0.91537  -1.81650  2.23659
C  0.10632  -2.88403  2.09139
C  -0.16642  -4.05489  1.39298
C  0.81697  -5.01380  1.21821
C  2.08535  -4.80918  1.73310
C  2.36615  -3.64354  2.42845
C  1.38396  -2.68650  2.60892
N  0.46639  -0.85233  0.00453
C  -0.31092  -1.41851  -1.07016
C  0.38910  -1.20678  -2.41672
C  -0.40821  -1.80813  -3.57707
C  -1.68708  -1.01629  -3.83859
C  -1.37919  0.47370  -3.98027
N  -0.70832  0.92950  -2.78384
C  -0.64758  2.37135  -2.60728
C  -0.79498  2.72757  -1.15074
C  -1.99542  3.07891  -0.60237
C  -2.15457  3.43972  0.75861
C  -1.10812  3.48881  1.62678
C  0.15262  3.13077  1.11584
N  1.34691  3.08219  1.67344
O  2.18121  2.66741  0.73065
N  1.58417  2.44925  -0.44397
C  0.30539  2.72787  -0.26214
C  0.58323  0.29058  -2.65572
H  -1.04485  -1.48827  3.26407
H  -1.87319  -2.07195  1.79468
H  -1.15786  -4.22132  0.99537
H  0.59111  -5.92162  0.67859
H  2.85220  -5.55648  1.59522
H  3.35405  -3.48030  2.83211
H  1.59930  -1.76973  3.13620
H  1.34714  -1.29530  0.20741
H  -0.50382  -2.48906  -0.91095
H  -1.24904  -0.86375  -1.05572
H  1.37280  -1.68744  -2.36927
H  -0.64933  -2.85292  -3.36956
H  0.21608  -1.78137  -4.47354
H  -2.38159  -1.15125  -3.00980
H  -2.16790  -1.37901  -4.74926
H  -2.31422  1.02622  -4.09981
H  -0.76355  0.63773  -4.88625
H  -1.47524  2.82664  -3.15748
H  0.29668  2.78789  -2.99262
H  -2.87413  3.08807  -1.23127
H  -3.14762  3.69016  1.10156
H  -1.21323  3.77064  2.66091
H  1.11183  0.72757  -1.80944
H  1.19601  0.44099  -3.56524

The calculation puts the max |F| at 1.48 eV/A. As for the energy above the lowest of the compared OMol25 structures with the same formula, charge and spin: 461.35 kJ/mol. The value obtained for the total energy is -1619.365081 Eh. As for the SMILES: O=S(=O)(Cc1ccccc1)NC[C@H]1CCCN(Cc2cccc3nonc23)C1. The value obtained for the highest occupied orbital energy is -8.349 eV. As for the orbital gap: 8.46 eV.

Charges computed using Löwdin, reported in e:
1 O -0.28
2 S 0.62
3 O -0.27
4 C -0.15
5 C -0.29
6 C -0.06
7 C -0.08
8 C -0.09
9 C -0.07
10 C -0.05
11 N -0.11
12 C -0.20
13 C -0.28
14 C -0.16
15 C -0.17
16 C -0.20
17 N -0.15
18 C -0.12
19 C -0.14
20 C -0.02
21 C -0.07
22 C -0.01
23 C -0.25
24 N 0.13
25 O -0.05
26 N 0.13
27 C -0.20
28 C -0.16
29 H 0.11
30 H 0.10
31 H 0.11
32 H 0.10
33 H 0.10
34 H 0.11
35 H 0.11
36 H 0.12
37 H 0.12
38 H 0.11
39 H 0.14
40 H 0.11
41 H 0.12
42 H 0.11
43 H 0.11
44 H 0.12
45 H 0.13
46 H 0.12
47 H 0.13
48 H 0.12
49 H 0.11
50 H 0.12
51 H 0.09
52 H 0.14